(1)
Computed, not measured: C27H29HgN5 as an isolated structure, with ωB97M-V/def2-TZVPD.

XYZ file:
```
62
Properties=species:S:1:pos:R:3:forces:R:3:mulliken_charge:R:1
Hg 2.0153 0.8913 -1.5137 0.13 -0.01 -0.01 -0.0326
C -1.9231 -0.8543 -1.1804 0.02 0.03 -0.02 -0.7018
C -1.3545 -2.2442 -0.8649 0.05 0.13 0.03 -0.9536
C -0.3138 -2.2297 0.2385 0.10 0.01 0.06 0.4943
C -0.3717 -3.2372 1.2521 0.10 -0.07 0.11 -0.8019
C 0.4626 -3.1197 2.3806 0.03 -0.05 -0.05 -0.4907
C 1.3510 -2.0918 2.4551 0.03 -0.09 0.02 -0.6466
C 1.5628 -1.1762 1.2904 -0.06 0.24 -0.14 -0.8818
N 0.5435 -1.2662 0.2405 -0.25 -0.06 -0.07 0.6205
N -1.2896 -0.1112 -2.2688 -0.02 -0.08 0.05 0.8410
C -1.4245 -0.7608 -3.5551 0.03 -0.04 0.04 -1.2360
C -0.3266 -1.7321 -3.9582 -0.01 0.01 0.07 0.6550
C -0.5651 -2.6306 -4.9980 -0.02 -0.07 -0.01 -0.9964
C 0.4534 -3.4737 -5.4026 -0.01 0.01 -0.01 -0.3678
C 1.6811 -3.3989 -4.7605 0.02 0.01 0.01 -0.6286
C 1.8234 -2.4723 -3.7393 -0.06 0.02 0.01 -0.2991
N 0.8471 -1.6586 -3.3477 0.00 0.01 0.02 0.1495
C -1.8376 1.2309 -2.3409 0.05 0.04 0.09 -1.2080
C -1.6064 2.1097 -1.1271 -0.10 0.08 0.09 0.5655
C -2.4825 3.1623 -0.8698 -0.03 -0.05 -0.01 -1.0063
C -2.2243 3.9993 0.2036 0.02 -0.03 0.01 -0.5138
C -1.1098 3.7584 0.9929 -0.11 0.08 -0.03 -0.7656
C -0.2960 2.6853 0.6636 0.12 -0.01 -0.04 -0.5099
N -0.5405 1.8844 -0.3719 0.01 -0.03 -0.10 0.5457
H -1.8240 -0.2465 -0.2811 -0.03 -0.02 -0.02 -0.0618
H -3.0048 -0.9568 -1.4008 -0.01 0.00 -0.03 0.5310
H -0.9051 -2.6958 -1.7464 -0.02 -0.06 -0.14 0.4226
H -2.1782 -2.8957 -0.5633 -0.01 0.00 0.00 0.3290
H -1.1190 -4.0192 1.2012 0.01 0.00 -0.04 0.3754
H 0.3459 -3.8067 3.2119 -0.01 -0.01 -0.01 0.3697
H 1.9593 -1.9223 3.3350 0.01 -0.01 -0.01 0.3930
H 2.4453 -1.6358 0.7818 -0.01 0.03 -0.04 0.2121
H -1.4259 0.0131 -4.3277 -0.01 0.01 -0.02 0.5184
H -2.3981 -1.2781 -3.6429 0.00 0.00 -0.05 0.2991
H -1.5385 -2.6704 -5.4733 0.00 0.02 0.02 0.4091
H 0.2924 -4.1816 -6.2066 0.00 -0.01 0.00 0.3810
H 2.5058 -4.0403 -5.0425 0.00 0.01 0.01 0.3833
H 2.7612 -2.3679 -3.2019 -0.01 0.00 -0.02 0.3897
H -2.9280 1.2086 -2.5347 -0.02 0.03 -0.03 0.3908
H -1.3721 1.7390 -3.1904 0.02 -0.02 -0.02 0.4653
H -3.3523 3.3156 -1.4986 0.01 -0.01 0.00 0.4128
H -2.8925 4.8234 0.4233 0.00 0.01 0.02 0.3798
H -0.8791 4.3778 1.8494 0.04 -0.05 0.02 0.4810
H 0.5843 2.4399 1.2516 -0.15 0.15 -0.16 0.3931
C 3.6626 2.1321 2.3158 -0.04 0.04 0.06 -1.5810
C 2.3532 1.9673 3.0329 0.05 0.01 0.04 2.1353
C 2.0044 2.8158 4.0639 -0.01 -0.03 -0.04 -0.7346
C 0.7891 2.6928 4.7381 -0.03 0.04 0.02 -0.8741
C -0.0862 1.7093 4.3064 0.05 -0.04 -0.04 -0.7547
C 0.2060 0.8379 3.2593 0.06 -0.12 0.09 1.4723
C -0.9351 -0.0259 2.7680 0.07 0.11 -0.01 -1.1843
C 1.4888 0.8957 2.6039 -0.24 -0.24 -0.12 -1.0845
N 1.9576 0.1684 1.5683 0.34 -0.02 0.45 -0.1611
H 4.2151 2.9898 2.7115 -0.01 -0.02 -0.01 0.3838
H 3.5020 2.2653 1.2434 0.02 -0.01 -0.02 0.1679
H 4.2733 1.2298 2.4097 -0.02 0.00 -0.03 0.2695
H 2.7036 3.5931 4.3622 0.02 -0.01 -0.04 0.2928
H 0.5298 3.3544 5.5562 0.01 -0.01 -0.01 0.3397
H -1.0625 1.6284 4.7805 0.01 -0.02 -0.03 0.3178
H -1.6446 -0.2110 3.5790 -0.01 0.02 0.00 0.5090
H -0.6279 -0.9848 2.3772 -0.12 0.10 0.11 0.1241
H -1.4800 0.4773 1.9616 -0.01 0.06 -0.04 0.0567
```
Positions in Å, forces in eV/Å.

**Multiplicity**: 2
**Total charge**: -1

=====

(2)
Computed, not measured: one molecule with the formula C27H29N5O2S, with ωB97M-V/def2-TZVPD.

XYZ file:
```
64
Properties=species:S:1:pos:R:3:forces:R:3:mulliken_charge:R:1
C 3.4615 -2.6873 5.6514 -0.11 -0.03 -0.33 -1.0654
H 2.6373 -3.1712 6.1703 -0.05 -0.04 0.12 0.2802
H 4.3880 -3.1616 5.9641 0.10 -0.03 0.09 0.4106
H 3.4906 -1.6424 5.9499 0.02 0.09 0.08 0.2824
C 3.3040 -2.8147 4.1313 0.14 0.01 0.20 -0.7841
N 2.0799 -2.2776 3.5699 -0.04 0.04 -0.02 0.5660
C 0.9045 -3.0953 3.8194 0.00 -0.26 -0.33 -0.7385
H 0.9665 -3.6438 4.7691 -0.04 0.08 0.03 0.2926
C 0.7031 -4.1048 2.6797 -0.16 0.06 0.30 -1.1475
N 0.6364 -3.4528 1.3937 0.25 -0.07 0.09 -0.0571
C -0.5476 -3.0716 0.8539 0.20 -0.10 -0.19 0.0143
O -1.6220 -3.3314 1.3638 -0.24 0.10 0.18 -0.6784
C -0.4496 -2.3804 -0.4661 -0.12 0.10 -0.19 0.6875
C 0.5573 -2.6648 -1.3839 -0.15 0.02 0.14 -0.4362
C 0.5419 -2.0875 -2.6372 -0.12 0.17 -0.14 -0.8718
C -0.4697 -1.1986 -2.9976 -0.08 -0.34 0.51 0.5303
C -1.4852 -0.9221 -2.0851 -0.02 -0.10 -0.08 -0.2546
C -1.4705 -1.5108 -0.8375 0.12 -0.10 0.11 -1.0937
H -2.2678 -1.3221 -0.1351 -0.09 -0.01 0.06 0.4921
H -2.2993 -0.2723 -2.3652 -0.06 0.02 0.00 0.5531
N -0.4644 -0.6604 -4.2871 0.16 -0.32 -0.44 -0.0206
C -0.8574 0.5750 -4.7257 0.01 -0.10 -0.10 -0.1329
O -0.9148 0.8149 -5.9151 -0.10 0.10 -0.12 -0.6628
C -1.1424 1.5797 -3.6876 -0.04 0.62 0.32 -0.1831
C -2.2197 2.4347 -3.6279 0.30 -0.31 -0.09 -0.4110
N -2.0809 3.1820 -2.5082 0.22 -0.75 -0.69 0.8260
N -0.9602 2.8718 -1.8545 0.63 0.05 0.50 -1.0446
C -0.3628 1.9161 -2.5427 -0.89 0.26 -0.54 0.5939
C 0.9063 1.3665 -2.1486 0.67 -0.05 0.52 0.1739
C 1.9074 0.8863 -2.9466 -0.30 0.32 0.09 -0.3055
C 3.0105 0.4100 -2.2120 0.15 -0.07 0.15 -0.9223
C 2.8336 0.5299 -0.8703 -0.29 0.16 0.19 -0.2619
S 1.3213 1.2426 -0.4733 0.17 -0.16 -0.61 -0.1003
H 3.5090 0.2526 -0.0854 0.18 -0.07 0.15 0.5665
H 3.8952 -0.0014 -2.6642 0.17 -0.07 -0.04 0.4671
H 1.8610 0.8967 -4.0210 -0.04 0.01 -0.19 0.5642
C -2.9357 4.1689 -2.0055 -0.51 0.69 0.48 0.9947
C -2.7416 4.6149 -0.7008 0.07 -0.14 -0.11 -0.4636
C -3.5696 5.5883 -0.1771 -0.06 0.02 -0.08 -0.5987
C -4.5936 6.1210 -0.9438 -0.06 0.07 0.02 -0.4511
C -4.7816 5.6796 -2.2427 -0.03 0.02 0.06 -0.7006
C -3.9571 4.7081 -2.7806 0.20 -0.17 0.00 -0.4225
H -4.1052 4.3867 -3.7994 0.00 -0.03 -0.11 0.2956
H -5.5733 6.0969 -2.8465 -0.05 0.02 -0.06 0.3647
H -5.2411 6.8803 -0.5324 -0.05 0.07 0.03 0.3773
H -3.4163 5.9312 0.8348 0.02 0.02 0.08 0.3695
H -1.9378 4.1871 -0.1236 0.03 0.00 0.06 0.4351
H -3.0599 2.5087 -4.2860 -0.19 0.08 -0.11 0.4721
H -0.0893 -1.2546 -5.0168 -0.11 0.18 0.03 0.2545
H 1.3166 -2.3251 -3.3519 0.11 0.02 -0.06 0.3697
H 1.3392 -3.3672 -1.1357 0.06 -0.07 0.02 0.5111
H 1.4805 -2.9860 1.1026 -0.10 0.07 -0.06 0.3582
H 1.5268 -4.8232 2.6564 -0.07 -0.01 0.05 0.3131
H -0.2394 -4.6361 2.8254 0.15 -0.06 0.00 0.4861
H 0.0224 -2.4557 3.8625 -0.02 -0.03 0.04 0.4548
C 1.8796 -0.8585 3.8087 -0.15 0.08 -0.21 -0.8469
C 1.0566 -0.2275 2.6896 0.21 -0.03 0.32 -0.8378
H 0.9819 0.8460 2.8403 -0.08 0.17 -0.01 0.5773
H 1.5330 -0.4100 1.7307 0.04 -0.06 -0.08 -0.1157
H 0.0512 -0.6377 2.6513 -0.15 -0.03 -0.05 0.2443
H 1.3932 -0.6631 4.7782 0.12 0.02 0.00 0.2472
H 2.8641 -0.3845 3.8263 -0.01 0.01 0.09 0.4750
H 3.3555 -3.8706 3.8530 0.10 0.02 -0.04 0.2899
H 4.1403 -2.3020 3.6444 0.02 -0.13 0.00 0.4180
```
Positions in Å, forces in eV/Å.

**Total charge**: 0
**Relative energy (zero: lowest compared OMol25 entry of this formula, charge and spin)**: 0.0 kcal per mole

=====

(3)
Computed, not measured: a 2-piece molecular cluster, C27H29N5O7 overall, with ωB97M-V/def2-TZVPD.

XYZ file:
```
68
Properties=species:S:1:pos:R:3:forces:R:3:mulliken_charge:R:1
O -5.5422 4.6060 6.9364 -0.08 -0.84 0.78 -0.5865
O -2.6535 0.8142 -0.2310 -1.04 0.54 0.97 -0.7668
O 5.9644 2.1317 -2.9628 0.00 0.15 0.20 -0.6909
O 1.4282 2.7891 -3.9624 0.39 -0.32 0.12 -0.6900
O 2.3451 -1.9097 2.2826 -0.94 -0.09 0.79 -0.5918
O 1.6959 -2.5607 4.2576 -0.34 0.55 -1.13 -0.6111
O -5.7016 2.9273 8.4364 0.09 -0.01 -0.69 -0.4502
C -5.5552 3.4106 7.1804 0.08 1.68 -0.83 0.5099
C -1.6977 0.0977 0.0268 -0.56 0.34 -1.72 0.7220
C 5.2167 1.4049 -3.5969 1.84 -0.06 -0.10 0.6867
C 1.6767 1.7810 -4.6131 0.34 1.01 1.16 -0.1583
C 5.0482 -3.3655 -2.1785 -0.54 0.67 -0.16 -0.4773
C 4.3112 -3.4340 -3.3736 -0.15 0.73 0.52 -0.6470
C 4.8713 -2.2782 -1.3052 -0.43 -0.05 -0.78 -0.8415
C -5.4381 1.0613 6.3125 0.03 0.11 -0.28 -0.6994
C -5.2218 2.8805 4.7415 0.03 -0.22 -0.03 -0.7702
C -2.1586 -1.2484 3.5391 1.08 -0.57 0.41 -0.4238
C -0.8725 -1.7128 3.8192 -0.36 0.09 -0.08 -0.7775
C -0.1521 -0.9741 1.6461 -0.11 -0.11 0.30 -0.5976
C -5.2931 0.1416 5.2680 0.01 0.63 -0.11 -0.4740
C -5.0761 1.9593 3.6970 -0.06 -0.01 0.69 -0.3117
C 3.3970 -2.4149 -3.6952 0.72 -0.10 0.95 -0.1574
C 3.9607 -1.2562 -1.6277 0.21 -0.83 -0.62 0.0013
C -5.4054 2.4465 6.0691 0.06 -1.63 -0.27 0.3065
C -1.4481 -0.5114 1.3445 1.82 -0.51 0.29 0.4017
C -2.4599 -0.6476 2.3145 -2.28 0.86 -0.25 0.6461
C 0.1641 -1.5861 2.8759 -2.20 0.92 -0.75 -0.7280
C -5.1085 0.5793 3.9485 -0.27 0.15 0.79 1.1087
C 3.2223 -1.3213 -2.8250 0.29 -0.13 0.05 0.2529
N -0.8989 -0.1450 -1.0538 1.09 -1.03 0.70 -0.3248
N 0.9277 1.4958 -5.6834 -0.45 -0.83 -1.09 -0.1339
N -3.7418 -0.1748 2.0451 0.51 -0.25 -0.54 -0.0350
N 3.8982 1.5928 -3.5391 -2.13 -0.11 -0.58 -0.0979
N 1.4774 -2.0445 3.1550 1.93 -0.65 0.41 0.9490
C 5.8106 0.3141 -4.4670 -0.19 0.17 0.17 -0.8252
C 1.0535 0.3530 -6.5883 0.20 0.28 0.30 -0.7866
C -4.9684 -0.4197 2.8220 0.93 0.22 -0.01 -1.6255
C 2.2561 -0.2129 -3.1926 -0.16 -0.35 0.12 -1.2069
C 2.8124 0.8325 -4.1760 0.49 0.10 0.20 0.2229
H -5.7729 3.7185 8.9915 -0.02 -0.04 0.06 0.3526
H 5.7508 -4.1489 -1.9290 0.00 -0.01 0.00 0.4051
H 4.4491 -4.2712 -4.0434 -0.02 -0.03 -0.03 0.4048
H 5.4389 -2.2244 -0.3862 -0.02 0.01 0.01 0.4150
H -5.5786 0.6904 7.3248 0.03 0.15 -0.15 0.3867
H -5.1874 3.9444 4.5180 -0.04 -0.20 0.18 0.4047
H -2.9194 -1.3428 4.3030 0.03 0.04 -0.08 0.3230
H -0.6870 -2.1671 4.7896 0.13 0.09 -0.26 0.4552
H 0.6382 -0.8365 0.9129 -0.06 -0.08 0.21 0.8766
H -5.3256 -0.9204 5.4927 0.01 0.06 -0.07 0.3527
H -4.9267 2.3231 2.6840 -0.01 -0.04 0.13 0.3877
H 2.8349 -2.4720 -4.6156 -0.11 0.02 -0.12 0.3850
H 3.8403 -0.4160 -0.9576 -0.05 0.06 0.01 0.4691
H -1.2675 0.1746 -1.9437 0.20 -0.13 0.42 0.2163
H -0.2640 -0.9340 -1.0175 -0.13 0.30 -0.36 0.2038
H 0.2086 2.1768 -5.8816 0.12 -0.03 0.15 0.3032
H -3.8143 0.3831 1.1819 0.15 -0.49 0.55 0.3151
H 3.6112 2.3880 -2.9856 -0.12 0.03 0.01 0.2428
H 5.4586 0.4209 -5.4891 -0.08 -0.20 -0.20 0.2897
H 6.8950 0.4133 -4.4506 -0.16 0.11 0.05 0.3275
H 5.5451 -0.6606 -4.0691 -0.11 -0.21 -0.13 0.1357
H 2.0171 0.3830 -7.1006 -0.06 -0.14 -0.07 0.2818
H 0.9614 -0.5837 -6.0360 0.01 -0.05 -0.12 0.2186
H 0.2613 0.3936 -7.3386 0.12 0.05 0.18 0.3427
H -4.9681 -1.4445 3.2086 0.02 0.13 0.01 0.4546
H -5.8382 -0.3340 2.1620 0.31 0.00 -0.11 0.4071
H 1.3692 -0.6717 -3.6314 -0.18 -0.02 -0.09 0.4736
H 1.9338 0.2969 -2.2828 -0.02 0.16 -0.07 0.3423
H 3.1925 0.3200 -5.0571 0.20 -0.07 -0.03 0.5063
```
Positions in Å, forces in eV/Å.

**Total charge**: 0
**Relative energy (zero: lowest compared OMol25 entry of this formula, charge and spin)**: 0.0 kcal per mole

=====

Listing DFT total energy for the structures above in their given order: -40093.67451; -50851.32106; -50252.26463 eV.